# 1
{
  "formula": "C4H6O2",
  "method": "the ωB97M-V functional and the def2-TZVPD basis",
  "elements": ["C", "C", "C", "O", "C", "O", "H", "H", "H", "H", "H", "H"],
  "coordinates": [[-0.96705, 1.16434, 0.20670], [-0.04907, 0.02532, -0.20388], [-0.09820, -1.39155, -0.49298], [1.03923, -1.86655, -0.55506], [1.32758, -0.03781, 0.49904], [2.33845, 0.59572, 0.38425], [-2.00973, 0.98903, -0.06364], [-0.92553, 1.40165, 1.28082], [-0.60395, 2.06243, -0.30796], [1.11503, -0.73038, 1.35388], [-0.14895, -0.26252, -1.44201], [-1.01781, -1.94970, -0.65918]],
  "smiles": "CC(C=O)C=O",
  "energy_ev": -8336.975,
  "orbital_gap_ev": 10.224,
  "homo_energy_ev": -9.67,
  "e_above_lowest_ev": 3.486,
  "multiplicity": 1,
  "e_lumo_ev": 0.55
}

# 2
{
  "formula": "C13H14NO7Ru",
  "method": "the ωB97M-V functional and the def2-TZVPD basis",
  "elements": ["Ru", "O", "C", "C", "N", "C", "C", "O", "O", "C", "C", "O", "O", "H", "H", "H", "H", "H", "H", "H", "H", "H", "O", "C", "O", "C", "C", "C", "C", "C", "C", "H", "H", "H", "H", "H"],
  "coordinates": [[-0.39570, -0.55129, -0.04132], [1.68715, -1.27206, 0.95667], [1.69693, -2.66441, 1.30789], [0.36084, -3.07342, 1.86942], [-0.71423, -2.78361, 0.91742], [-0.78756, -3.70800, -0.21046], [-1.39980, -3.03547, -1.43011], [-1.93890, -3.70126, -2.27422], [-1.24505, -1.72683, -1.48151], [-1.99705, -2.62359, 1.60440], [-2.07471, -1.27171, 2.30202], [-2.88320, -1.11143, 3.18134], [-1.21942, -0.37238, 1.87357], [1.67504, -0.73180, 1.76045], [2.49274, -2.87401, 2.02214], [1.92712, -3.19002, 0.38367], [0.16468, -2.49161, 2.77163], [0.37296, -4.13378, 2.15025], [-1.36905, -4.60424, 0.01610], [0.21497, -4.01953, -0.50714], [-2.15861, -3.39650, 2.36038], [-2.81415, -2.66748, 0.88272], [1.09062, 0.94821, -0.66460], [0.19541, 1.85600, -0.73898], [-0.99083, 1.55538, -0.41470], [0.54392, 3.21851, -1.19123], [1.85358, 3.51151, -1.55705], [2.17573, 4.78763, -1.98751], [1.19150, 5.76523, -2.05228], [-0.11630, 5.47175, -1.68697], [-0.44380, 4.19684, -1.25571], [2.60192, 2.73228, -1.50139], [3.19341, 5.01973, -2.27296], [1.44512, 6.76253, -2.38801], [-0.88059, 6.23612, -1.73814], [-1.45464, 3.94273, -0.96580]],
  "energy_ev": -32112.006,
  "orbital_gap_ev": [9.417, 8.071],
  "homo_energy_ev": [-9.23, -9.84],
  "multiplicity": 6,
  "e_lumo_ev": [0.19, -1.77],
  "s_squared": 8.757
}

# 3
{
  "formula": "C4H12N2O2",
  "method": "the ωB97M-V functional and the def2-TZVPD basis",
  "elements": ["O", "C", "O", "C", "C", "C", "N", "N", "H", "H", "H", "H", "H", "H", "H", "H", "H", "H", "H", "H"],
  "coordinates": [[1.16026, -1.12988, -1.69872], [1.00691, -0.34184, -0.86481], [1.25595, 0.94560, -0.82051], [0.20410, -0.77129, 0.46268], [-1.20185, -0.18976, 0.72020], [-1.12191, 1.21489, 1.30586], [-1.05940, 2.33493, 0.35206], [0.06579, -2.31174, 0.27931], [1.92701, 1.25393, -1.46765], [1.00626, -0.49181, 1.22249], [-1.75911, -0.88812, 1.49208], [-1.71843, -0.34036, -0.37373], [-0.35520, 1.12561, 2.16072], [-2.07793, 1.44627, 1.91960], [-1.31274, 3.21110, 0.81841], [0.04926, 2.37397, -0.10615], [-1.73843, 2.13736, -0.37142], [-0.54638, -2.67790, 0.91237], [-0.18941, -2.56966, -0.65254], [1.01729, -2.74054, 0.43651]],
  "smiles": "[NH3+]CC[C@@H]([NH3+])C(=O)O",
  "total_charge": 2,
  "energy_ev": -11399.958,
  "orbital_gap_ev": 12.272,
  "homo_energy_ev": -19.19,
  "e_above_lowest_ev": 1.666,
  "multiplicity": 1,
  "e_lumo_ev": -6.92
}

# 4
{
  "formula": "C6H10BN",
  "method": "the ωB97M-V functional and the def2-TZVPD basis",
  "elements": ["B", "C", "C", "C", "C", "C", "C", "N", "H", "H", "H", "H", "H", "H", "H", "H", "H", "H"],
  "coordinates": [[-0.11563, -0.45963, -0.74360], [-0.58099, 0.74521, 2.03066], [-1.54333, -0.25291, 1.89793], [-1.79150, -0.87316, -0.40960], [-0.02066, 1.46127, 0.87513], [0.88245, 0.68906, -0.04505], [0.41319, -1.22559, -1.96756], [-2.13709, -0.76601, 0.78404], [-0.47411, 1.04119, 3.05012], [-2.06111, -0.62544, 2.75695], [-2.46354, -1.26697, -1.16134], [0.51284, 2.43119, 1.09224], [-0.77132, 1.85127, 0.17885], [1.08872, 1.38599, -0.81656], [1.74775, 0.14923, 0.37517], [0.96072, -2.00303, -1.38327], [1.15854, -0.77492, -2.73977], [-0.50122, -1.58037, -2.66014]],
  "smiles": "CB1C=NC=CCC1",
  "energy_ev": -8547.683,
  "orbital_gap_ev": 8.303,
  "homo_energy_ev": -8.20,
  "e_above_lowest_ev": 2.128,
  "multiplicity": 1,
  "e_lumo_ev": 0.10
}

# 5
{
  "formula": "C40H43O9P3PbS5Sb",
  "method": "the ωB97M-V functional and the def2-TZVPD basis",
  "elements": ["Pb", "C", "C", "C", "C", "C", "C", "C", "S", "O", "C", "C", "C", "C", "C", "C", "C", "C", "C", "C", "C", "C", "C", "C", "C", "C", "C", "C", "C", "C", "S", "O", "C", "C", "C", "C", "C", "C", "C", "H", "H", "H", "H", "H", "H", "H", "H", "H", "H", "H", "H", "H", "H", "H", "H", "H", "H", "H", "H", "H", "H", "H", "H", "H", "H", "O", "P", "O", "O", "O", "P", "O", "O", "O", "H", "H", "S", "Sb", "S", "S", "C", "C", "P", "C", "C", "C", "C", "H", "H", "H", "H", "H", "H", "H", "H", "H", "H", "H", "H", "H", "H", "H"],
  "coordinates": [[2.86559, -2.05410, -0.11567], [3.58887, 2.20030, 6.25050], [2.94274, 2.11108, 4.90151], [3.48021, 1.38870, 3.82599], [2.79264, 1.27323, 2.64183], [1.63649, 2.03588, 2.43093], [1.06121, 2.76311, 3.49059], [1.67943, 2.79135, 4.75239], [1.05162, 2.21037, 0.81047], [0.70618, 3.65022, 0.60844], [-0.50278, 1.20133, 1.08059], [-0.42129, 0.03560, 1.81162], [-1.56564, -0.62778, 2.07170], [-2.79850, -0.26161, 1.53122], [-3.97818, -1.04787, 1.64665], [-5.20220, -0.61974, 1.13859], [-5.26493, 0.56706, 0.39504], [-4.10523, 1.33173, 0.24323], [-2.88753, 0.92132, 0.77568], [-1.63657, 1.76006, 0.59406], [-1.78976, 3.03675, -0.17861], [-1.97037, 4.27941, 0.56933], [-2.05803, 4.24428, 1.95327], [-2.34907, 5.38461, 2.67671], [-2.43928, 6.62684, 2.06280], [-2.38123, 6.66593, 0.64685], [-2.11865, 5.49954, -0.12991], [-2.08308, 5.51224, -1.52765], [-1.82996, 4.37370, -2.21649], [-1.72127, 3.10345, -1.51009], [-2.03648, 1.60640, -2.50534], [-3.07190, 2.12231, -3.47191], [-0.55025, 1.24505, -3.47239], [0.42790, 0.48561, -2.83344], [1.49216, -0.08505, -3.54336], [1.45383, 0.08162, -4.92140], [2.40868, -0.71079, -5.77934], [0.56665, 0.94955, -5.56041], [-0.43110, 1.53780, -4.81916], [3.16280, 1.43763, 6.93899], [3.37142, 3.14692, 6.73582], [4.65225, 2.08193, 6.15099], [4.33495, 0.79829, 4.00783], [3.18968, 0.72135, 1.80944], [0.21725, 3.49194, 3.33854], [1.22523, 3.40077, 5.50563], [0.51519, -0.35400, 2.19676], [-1.44956, -1.53881, 2.66114], [-3.91744, -2.00743, 2.20341], [-6.07163, -1.28017, 1.33041], [-6.18359, 0.80644, -0.15159], [-4.20591, 2.17948, -0.44409], [-1.90168, 3.28818, 2.43976], [-2.32201, 5.28683, 3.75386], [-2.47295, 7.51235, 2.63989], [-2.57303, 7.56514, 0.11546], [-2.16039, 6.41913, -2.11646], [-1.95736, 4.32995, -3.30655], [0.31829, 0.31031, -1.71998], [2.22816, -0.71092, -3.01869], [2.46270, -0.24297, -6.72081], [2.08783, -1.76332, -5.87824], [3.43451, -0.73367, -5.26242], [0.62434, 0.99640, -6.64878], [-1.14518, 2.20158, -5.26189], [1.25091, -1.99918, 4.16293], [1.38394, -3.14906, 2.99335], [0.65809, -4.33539, 3.41644], [1.21812, -2.61422, 1.57970], [3.00189, -3.46121, 3.08624], [4.31910, -2.52395, 2.88834], [5.41569, -3.61486, 2.53748], [4.61418, -1.74062, 4.12013], [4.16468, -1.62585, 1.63966], [2.13180, -1.67217, 4.38419], [5.26146, -3.99998, 1.66546], [6.98986, -5.73740, -1.06775], [5.28420, -4.46454, -1.89726], [3.63899, -4.65670, -0.19096], [5.10095, -2.21382, -2.18225], [-1.36865, -4.56103, 0.32836], [-0.67727, -4.44503, -1.05006], [-0.51188, -2.66209, -1.58506], [-2.26953, -2.24363, -1.86810], [-3.23325, -3.21284, -2.59424], [-0.06375, -2.93778, -3.36040], [1.35525, -3.46921, -3.56740], [-1.03591, -5.52022, 0.72751], [-2.42372, -4.50660, 0.40091], [-1.02873, -3.77190, 1.06809], [-1.17991, -5.07013, -1.81600], [0.29522, -4.91794, -1.14390], [-2.20801, -1.30861, -2.47903], [-2.65997, -1.95023, -0.88644], [-2.72482, -3.70615, -3.41558], [-4.11217, -2.67818, -3.00367], [-3.60605, -3.97323, -1.92935], [-0.03127, -1.88297, -3.82299], [-0.75665, -3.53663, -3.98689], [2.05535, -3.10836, -2.76553], [1.88801, -3.15211, -4.52522], [1.43907, -4.50897, -3.48399]],
  "total_charge": -2,
  "energy_ev": -154444.456,
  "orbital_gap_ev": [5.865, 6.450],
  "homo_energy_ev": [-2.33, -3.13],
  "e_above_lowest_ev": 1.552,
  "multiplicity": 2,
  "e_lumo_ev": [3.53, 3.32],
  "s_squared": 0.760
}

# 6
{
  "formula": "C2H2F3NO2",
  "method": "the ωB97M-V functional and the def2-TZVPD basis",
  "elements": ["C", "C", "N", "O", "O", "F", "F", "F", "H", "H"],
  "coordinates": [[-0.42016, 1.42950, 0.85008], [-2.97192, -0.09972, -0.22202], [-0.23273, 0.65711, -0.10663], [-0.30129, 1.85958, 1.94325], [0.39437, 1.06254, -1.30293], [-2.97373, -1.07190, 0.79750], [-3.83200, -0.71214, -1.23735], [-3.62269, 1.00139, 0.20982], [-1.36443, -0.04485, -0.62884], [-0.17951, 1.41934, -1.91914]],
  "energy_ev": -15838.358,
  "orbital_gap_ev": 8.679,
  "homo_energy_ev": -9.97,
  "e_above_lowest_ev": 6.090,
  "multiplicity": 1,
  "e_lumo_ev": -1.29
}